A structure of composition C36H39ClN5NiO4PS. Source: the OMol25 dataset; level of theory: ωB97M-V with the def2-TZVPD basis set.

XYZ file:
```
88
Properties=species:S:1:pos:R:3:forces:R:3:lowdin_charge:R:1
Ni 0.22474 -0.22035 0.06268 0.3214 -0.1508 -0.1636 0.20
Cl -2.58405 -1.33199 2.12833 0.0687 0.0351 -0.0480 0.71
C -2.53557 -3.01259 1.66995 0.0015 -0.0007 0.0660 -0.65
C -3.61518 -3.79620 2.05237 0.0279 0.0347 -0.0073 -0.10
C -3.59964 -5.15198 1.78166 0.0131 -0.0401 -0.0190 -0.06
C -2.50255 -5.71897 1.14568 -0.0590 0.0051 0.0363 -0.06
C -1.43946 -4.92078 0.76700 0.0006 -0.0366 -0.0713 -0.07
C -1.43424 -3.54345 1.00473 -0.1132 -0.0218 -0.0608 -0.38
P 0.00982 -2.54363 0.48215 0.0151 0.3720 0.0915 1.09
C 1.15268 -2.87207 1.88511 -0.0660 -0.0240 0.0478 -0.33
C 0.62722 -3.22419 3.12923 -0.0120 -0.0480 -0.0094 -0.08
C 1.44397 -3.31775 4.24829 0.0194 -0.0001 0.0023 -0.07
C 2.80355 -3.06907 4.14473 -0.0041 -0.0066 -0.0170 -0.08
C 3.33939 -2.72007 2.91233 0.0084 -0.0082 0.0095 -0.07
C 2.52337 -2.61165 1.79552 0.0050 0.0451 -0.0072 -0.13
C 0.58382 -3.54711 -0.93447 -0.0272 -0.0208 -0.0355 -0.38
C -0.28847 -3.61483 -2.02504 0.0107 -0.0335 0.0098 -0.13
C 0.06525 -4.29863 -3.17633 -0.0005 0.0044 0.0081 -0.07
C 1.30712 -4.91727 -3.26101 0.0010 -0.0057 -0.0087 -0.08
C 2.17290 -4.86586 -2.18023 0.0024 -0.0028 -0.0137 -0.06
C 1.81074 -4.19223 -1.01826 0.0241 0.0336 0.0024 -0.07
H -4.44896 -3.33642 2.56422 -0.0026 -0.0059 -0.0033 0.11
H -4.44067 -5.76463 2.07706 0.0016 -0.0090 -0.0041 0.11
H -2.47674 -6.78116 0.94428 0.0008 -0.0044 0.0036 0.11
H -0.59184 -5.37311 0.26660 -0.0375 0.0079 0.0307 0.11
H -0.42882 -3.43582 3.23683 0.0257 0.0056 0.0019 0.10
H 1.01210 -3.59588 5.20094 0.0020 0.0031 -0.0010 0.11
H 3.44193 -3.15110 5.01451 -0.0014 0.0022 -0.0024 0.11
H 4.40071 -2.52781 2.81702 -0.0010 -0.0002 0.0056 0.11
H 2.94793 -2.29235 0.85456 0.0067 0.0121 -0.0165 0.08
H -1.26684 -3.15016 -1.96125 -0.0114 0.0154 0.0069 0.10
H -0.62960 -4.35658 -4.00465 0.0004 -0.0029 0.0005 0.11
H 1.58825 -5.45200 -4.15879 0.0025 0.0031 0.0017 0.11
H 3.13204 -5.36505 -2.23041 -0.0008 -0.0001 0.0000 0.11
H 2.49036 -4.18700 -0.17754 -0.0040 -0.0008 -0.0023 0.10
N -1.52949 2.48176 2.13134 0.2436 0.4126 0.6528 0.18
C -0.29793 3.30208 2.34765 -0.1429 -0.0833 0.0463 -0.26
C 0.66918 2.61475 3.31123 0.0426 0.0699 0.0050 -0.10
C 1.66361 1.63759 2.69140 -0.0767 0.0281 -0.0233 -0.36
N 1.00777 0.39814 2.25455 -0.0977 -0.0725 0.1164 0.08
C 2.38956 2.30109 1.52587 0.0573 0.0125 0.0229 -0.10
C 1.48665 2.87656 0.43706 -0.0406 0.0646 -0.0001 -0.33
N 1.03447 1.82364 -0.49931 -0.1041 -0.1421 -0.0374 0.05
C 0.32061 3.70710 1.00209 0.0389 0.0548 0.0144 -0.07
H -2.27166 3.00878 1.64857 -0.0476 -0.0538 -0.0441 0.12
H -1.91058 2.13106 3.00756 0.0213 0.0215 0.0038 0.16
H -1.38049 1.68096 1.43350 0.0807 -0.2044 -0.0762 0.05
H -0.65170 4.21297 2.83086 -0.0015 0.0001 0.0057 0.15
H 0.10890 2.12463 4.11472 -0.0090 0.0047 -0.0063 0.12
H 1.24507 3.40403 3.79986 0.0292 -0.0106 -0.0197 0.13
H 2.41209 1.42294 3.46293 -0.0057 0.0062 0.0226 0.14
H 0.40478 0.02820 2.98513 0.0228 0.0401 0.0375 0.09
H 1.71773 -0.31846 2.13081 0.0303 -0.0081 -0.0645 0.06
H 3.09271 1.59323 1.07696 -0.0286 -0.0200 -0.0142 0.12
H 2.99173 3.11840 1.93419 0.0058 -0.0130 -0.0112 0.13
H 2.09597 3.59323 -0.12399 -0.0142 -0.0141 -0.0220 0.14
H 1.83125 1.55236 -1.06544 0.0311 -0.0218 0.0096 0.08
H 0.35575 2.22043 -1.14228 -0.0025 0.0279 -0.0115 0.10
H -0.47082 3.78825 0.25105 -0.0077 0.0300 0.0074 0.13
H 0.69200 4.72450 1.13673 0.0463 -0.0228 0.0050 0.13
O -4.24124 3.94075 -1.63779 -0.0099 -0.0064 0.0267 -0.29
S -4.47770 2.68988 -0.97929 -0.0468 0.0201 -0.0402 0.64
O -5.71903 2.47716 -0.29953 0.0261 0.0161 -0.0044 -0.28
N -3.21639 2.35126 0.02414 -0.0277 -0.0425 -0.1561 -0.05
C -2.52715 1.31559 -0.40318 -0.1957 0.0884 -0.1282 -0.47
O -1.49385 0.89968 0.20007 -0.0677 -0.4521 -0.2177 -0.15
C -3.03667 0.68079 -1.65221 0.0240 0.1197 0.1608 -0.13
C -2.54135 -0.41266 -2.33390 0.0076 -0.0596 -0.0556 -0.01
C -3.20633 -0.81304 -3.48652 -0.0102 0.0120 -0.0005 -0.06
C -4.33448 -0.12779 -3.93349 -0.0049 0.0052 0.0131 -0.05
C -4.82928 0.97417 -3.24164 0.0520 -0.0496 -0.0037 -0.01
C -4.15379 1.35304 -2.10036 -0.1139 -0.0141 -0.1297 -0.21
H -1.66373 -0.92820 -1.96285 0.0205 -0.0086 0.0152 0.07
H -2.84961 -1.66937 -4.04525 -0.0087 0.0062 -0.0044 0.10
H -4.83602 -0.45926 -4.83310 0.0009 -0.0020 0.0033 0.11
H -5.70558 1.50757 -3.58359 0.0032 0.0004 -0.0004 0.13
O 2.20942 -0.85069 -0.65273 0.1076 0.1540 0.3385 -0.20
N 2.62210 -0.76927 -1.88741 -0.1188 -0.0960 -0.1770 -0.19
C 3.89654 -0.40485 -2.13344 0.0622 -0.0339 -0.0244 0.00
C 4.37089 -0.33672 -3.42492 -0.0198 -0.0049 0.0589 -0.03
C 3.52949 -0.64509 -4.48245 0.0233 -0.0014 -0.0887 -0.04
C 2.22373 -1.01581 -4.20710 -0.0088 -0.0015 0.0406 -0.02
C 1.78773 -1.07116 -2.90117 -0.0011 0.0638 -0.0410 -0.01
H 4.47857 -0.19694 -1.24879 0.0100 0.0063 -0.0062 0.14
H 5.39851 -0.04447 -3.58471 -0.0007 0.0022 -0.0164 0.12
H 3.88633 -0.59732 -5.50145 -0.0008 -0.0006 0.0048 0.12
H 1.52737 -1.26919 -4.99343 0.0118 0.0018 -0.0146 0.12
H 0.79365 -1.35336 -2.59114 -0.0035 0.0140 -0.0051 0.11
```
Forces are in eV/Å.

Energy above the lowest of the compared OMol25 structures with the same formula, charge and spin ... 4.5 kcal per mole
Kohn-Sham gap (alpha / beta) ... 0.2777 / 0.2532 Ha
Total charge ... +1
Strongest force on any atom ... 0.016 Eh/bohr
HOMO (alpha / beta) ... -10.016 / -9.347 eV
LUMO (alpha / beta) ... -2.5 / -2.5 eV
2S+1 ... 2
Energy ... -127290.2409 eV

A structure of composition C36H39F2N4O7STeW at a distorted geometry. Source: the OMol25 dataset; level of theory: ωB97M-V with the def2-TZVPD basis set.

XYZ file:
```
91
Properties=species:S:1:pos:R:3:forces:R:3:lowdin_charge:R:1
W 0.33412 -0.48057 0.67656 3.3989 -2.1302 -2.0140 1.56
C 3.38673 -5.47388 0.47792 -0.1818 -0.0561 -0.1240 -0.07
C 2.18505 -5.59329 -0.45603 0.1727 -0.1748 0.5460 -0.25
N 2.18702 -4.53588 -1.44629 -0.1548 0.3416 0.0382 -0.13
C 2.83822 -4.83596 -2.71192 0.0724 -0.0028 -0.5930 -0.20
C 1.83937 -5.36788 -3.73551 0.1888 0.0826 0.1866 -0.06
C 1.64771 -3.34232 -1.22300 -0.3419 0.2550 0.4222 -0.62
S 0.88317 -3.07302 0.31384 0.3947 0.5851 0.0855 0.85
N 1.73925 -2.48093 -2.24352 0.1377 -0.0785 -0.5608 0.13
C 1.41337 -1.22112 -2.31546 -0.1808 -0.1156 1.4812 -0.36
O 0.97678 -0.46693 -1.35321 0.3105 -0.2942 -0.7465 -0.30
C 1.62772 -0.57203 -3.62449 -0.0853 0.5043 -0.1989 -0.12
C 2.27074 -1.22182 -4.67708 -0.1063 0.0144 0.2264 -0.01
C 2.51813 -0.54819 -5.85801 0.0084 0.0394 -0.0765 -0.06
C 2.11022 0.76803 -6.01450 -0.0176 -0.0140 0.0440 -0.06
C 1.44405 1.41176 -4.98255 0.0184 0.0404 -0.1057 -0.06
C 1.21562 0.74749 -3.79517 -0.0426 -0.0931 0.2368 -0.03
H 3.39347 -6.31021 1.16979 0.0620 -0.1008 0.1039 0.08
H 3.32572 -4.55237 1.04966 0.0288 0.0849 0.0543 0.06
H 4.31647 -5.47897 -0.08645 0.0975 -0.0295 -0.0271 0.08
H 1.26167 -5.54154 0.12262 0.0200 -0.1427 -0.1330 0.08
H 2.21629 -6.54556 -0.98767 -0.1238 0.0597 -0.0119 0.12
H 3.61048 -5.58200 -2.51744 0.0092 0.0856 0.0681 0.12
H 3.31000 -3.92723 -3.08678 0.0417 -0.2109 0.0975 0.11
H 1.36420 -6.27600 -3.37267 -0.0643 -0.1118 -0.0120 0.07
H 2.35103 -5.59109 -4.66743 0.0194 -0.0682 -0.1124 0.08
H 1.07147 -4.62407 -3.92709 -0.0835 0.0906 -0.0387 0.07
H 2.57834 -2.24520 -4.54969 0.0752 -0.1414 0.0135 0.10
H 3.03967 -1.04445 -6.66130 0.0364 -0.0818 -0.0777 0.11
H 2.31635 1.29290 -6.93488 -0.0029 0.0274 -0.0912 0.11
H 1.11406 2.43152 -5.10882 -0.0181 0.1265 -0.0001 0.11
H 0.72256 1.23631 -2.96610 0.0770 0.0071 -0.0641 0.05
O -1.24783 0.14841 1.69984 -5.4991 0.5652 1.3478 -0.36
C -2.56822 0.18011 1.49018 3.2928 -0.6260 0.5226 -0.05
C -3.20119 -0.45085 0.41753 -0.0062 -0.5026 -0.8476 -0.13
C -4.60403 -0.43529 0.25132 -0.2326 -0.1967 -0.2413 0.10
C -5.17625 -1.09951 -0.81277 0.9083 0.4733 0.8437 -0.13
C -4.41695 -1.81327 -1.74256 0.9588 0.0132 0.1997 0.07
C -3.04023 -1.85311 -1.59809 -0.5532 -0.4047 -0.4031 0.04
C -2.42387 -1.18599 -0.54298 1.9766 0.9870 1.2316 -0.27
O -1.09596 -1.17285 -0.41514 -3.9994 -1.1981 -1.5957 -0.33
N -6.61041 -1.05852 -0.96547 -0.8517 0.1047 -0.0266 -0.36
O -7.08017 -1.56162 -1.96184 0.0194 -0.1270 -0.1714 0.11
O -7.24914 -0.51656 -0.09036 -0.0831 0.0981 0.1594 0.10
H -3.15985 0.67341 2.25759 0.1437 0.1575 0.0419 0.15
H -5.23353 0.08477 0.95535 -0.1296 0.0823 0.0537 0.14
H -4.91998 -2.32346 -2.54919 0.0123 -0.0128 -0.0744 0.14
H -2.42309 -2.40373 -2.29119 0.0610 -0.0100 -0.0553 0.14
C 0.26379 6.68973 1.42898 0.0640 0.2401 -0.0675 -0.06
O 0.31143 5.30908 1.72931 -0.0043 -0.3380 0.0737 -0.11
C -0.72396 4.77270 2.44100 -0.1981 -0.4523 0.3023 -0.22
C -1.84088 5.47190 2.85875 0.2282 0.0217 -0.1359 -0.02
C -2.84540 4.82635 3.56174 -0.1394 -0.2577 0.0967 -0.08
C -2.74211 3.47577 3.84797 -0.2238 0.3696 0.0278 -0.08
C -1.62669 2.75973 3.45474 0.3287 0.1109 -0.3258 -0.05
C -0.60033 3.39161 2.75303 -0.5719 0.3198 -0.0337 -0.22
N 0.53271 2.76673 2.26738 0.8015 0.0558 -0.0985 0.00
C 1.01185 1.45503 2.39581 0.3509 -0.1624 -0.5010 -0.16
C 0.75048 0.69750 3.64803 -0.0476 -0.7206 -0.0586 -0.17
C 0.74033 1.29527 4.90804 0.0842 -0.1523 -0.2739 -0.03
C 0.68295 0.51573 6.04699 0.0203 0.0105 0.0969 -0.06
C 0.60828 -0.86794 5.95428 -0.0988 0.0589 -0.1249 -0.06
C 0.58034 -1.48150 4.71529 0.1039 -0.1533 -0.5067 0.01
C 0.65986 -0.70762 3.55879 -0.1227 1.3447 1.2716 -0.29
O 0.64951 -1.25620 2.33027 -0.2652 -0.5386 0.4300 -0.34
H -0.55853 6.91910 0.74447 0.0158 -0.0174 0.0588 0.10
H 1.21184 6.92527 0.95254 -0.0336 0.0001 -0.0365 0.10
H 0.16825 7.29388 2.33324 -0.0283 -0.0388 0.0128 0.10
H -1.94382 6.52056 2.63812 0.0125 0.1435 -0.0445 0.11
H -3.70641 5.38929 3.88184 -0.1308 0.0447 0.0432 0.11
H -3.53609 2.98361 4.38692 -0.0662 -0.0843 0.1179 0.11
H -1.54091 1.71199 3.69163 0.0251 -0.0499 0.0263 0.10
H 1.17123 3.44129 1.85264 -0.0658 -0.4023 0.0899 0.14
H 2.08737 1.48453 2.20472 -0.4770 -0.2028 -0.1985 0.12
H 0.81350 2.36998 4.98560 0.0128 0.0903 0.0035 0.12
H 0.71826 0.98664 7.01673 -0.0268 0.0532 0.1027 0.11
H 0.55839 -1.46345 6.85326 -0.0060 -0.0779 0.0293 0.11
H 0.50404 -2.55388 4.61186 0.0198 -0.0984 0.0511 0.12
C 0.63188 3.42996 -1.21640 0.0540 -0.5452 0.2602 -0.29
Te -0.68570 1.89939 -0.36007 -0.4186 2.7453 -1.2893 1.56
C -1.96511 1.76702 -2.14847 0.4225 -0.3942 0.3179 -0.28
H 0.25372 4.40909 -0.94515 -0.2267 -0.0663 0.1987 0.00
H 0.69297 3.35620 -2.29683 -0.1395 -0.2511 -0.0638 0.00
H 1.62704 3.29465 -0.80133 -0.0054 -0.1155 0.0700 0.01
H -1.41740 1.72416 -3.08711 0.1567 -0.0261 0.1386 0.01
H -2.61943 2.63787 -2.13950 0.1591 0.0081 0.2012 0.02
H -2.56489 0.86416 -2.04669 0.0070 0.0856 -0.0441 -0.01
F 3.11240 -0.33594 1.81333 0.1310 -0.4023 -0.4833 -0.04
C 2.54266 -0.42167 0.54913 0.5864 2.3200 0.8211 -0.34
F 2.53181 0.96249 0.09052 1.0050 -0.1158 -0.2925 -0.17
H 3.34241 -0.87750 -0.07496 -1.0767 -0.2607 0.1353 0.13
```
Forces are in eV/Å.

Energy above the lowest of the compared OMol25 structures with the same formula, charge and spin ... 63.7 kcal per mole
Kohn-Sham gap (alpha / beta) ... 0.1791 / 0.1794 Ha
Total charge ... +1
Strongest force on any atom ... 0.111 Eh/bohr
HOMO (alpha / beta) ... -9.547 / -9.557 eV
LUMO (alpha / beta) ... -4.7 / -4.7 eV
Energy ... -83636.3207 eV

- Which of these has the highest energy above the lowest of the compared OMol25 structures with the same formula, charge and spin?
  C36H39F2N4O7STeW